{"formula": "C16H14AuN5O", "method": "wB97M-V/def2-TZVPD", "multiplicity": 1, "relative_energy_kcal_mol": 3.10, "total_charge": 0, "molar_mass_g_mol": 489.29, "lumo_energy_ev": 0.0, "elements": ["Au", "N", "C", "N", "C", "N", "N", "C", "C", "C", "C", "C", "C", "N", "C", "C", "C", "C", "C", "C", "H", "H", "H", "H", "H", "H", "H", "H", "H", "H", "H", "C", "C", "O", "H", "H", "H"], "coordinates": [[1.8466, 0.9226, 1.5624], [-0.0205, -3.5967, -1.1065], [0.9215, -2.6444, -1.3808], [0.7784, -1.3847, -1.4798], [-0.4734, -0.8799, -1.2136], [-0.7354, 0.3819, -1.2004], [0.2594, 1.3367, -1.3648], [0.3427, 2.0959, -0.3583], [1.3934, 3.1430, -0.2103], [1.4283, 4.4251, -0.7825], [2.4532, 5.3138, -0.4123], [3.3820, 4.9159, 0.5417], [3.2187, 3.6521, 1.1284], [2.2452, 2.8085, 0.7712], [-1.5806, -1.8012, -0.9643], [-2.8613, -1.3582, -0.7856], [-3.8754, -2.2285, -0.4949], [-3.6765, -3.5898, -0.4781], [-2.4555, -4.1015, -0.8071], [-1.3836, -3.2198, -0.9593], [0.2689, -4.5317, -0.9488], [1.9720, -2.9837, -1.5363], [-0.3250, 1.9252, 0.5268], [0.6990, 4.7125, -1.5593], [2.5231, 6.2913, -0.8547], [4.0285, 5.5701, 1.0315], [3.8451, 3.3844, 1.9293], [-3.0516, -0.2849, -0.8207], [-4.8646, -1.8646, -0.1070], [-4.5318, -4.1388, -0.2021], [-2.1574, -5.1072, -0.7231], [-0.3672, -1.0459, 2.2931], [1.1726, -0.8870, 1.9460], [1.8150, -1.9011, 1.8308], [-0.7292, -1.8763, 1.7323], [-0.9813, -0.1776, 2.1034], [-0.5233, -1.2755, 3.3535]], "forces_ev_per_a": [[0.2, -0.1, 0.2], [-1.0, 1.0, -0.2], [1.5, -1.0, 0.0], [-0.1, 0.3, 0.2], [0.2, 1.4, -0.5], [-0.5, 0.0, 0.4], [0.0, -0.8, -0.4], [-0.8, 0.1, 0.3], [-0.4, 0.9, 0.3], [0.3, -0.2, -0.6], [-0.2, -0.9, 0.0], [-1.9, -1.7, 0.2], [-0.8, 1.2, -1.2], [1.0, 0.9, -0.1], [0.0, -1.8, -0.6], [-0.7, 1.3, 0.2], [-1.7, 0.5, 1.0], [-0.2, 0.7, -0.3], [1.8, 0.7, 0.5], [1.0, 1.9, -0.2], [0.2, -0.6, 0.0], [-1.0, -0.3, 0.2], [0.5, 0.4, -0.7], [0.4, -0.3, 0.6], [-0.1, 0.2, -0.1], [1.3, 1.0, 0.2], [0.6, -0.6, 0.8], [0.1, -0.3, 0.1], [1.0, -0.2, -0.8], [-0.5, -1.2, 0.2], [-0.3, -1.4, -0.1], [1.1, 0.3, 0.5], [-1.5, -0.3, 0.9], [0.2, -0.7, -0.1], [-0.4, -0.7, -0.5], [0.0, 0.4, -0.3], [0.4, -0.1, 0.0]], "lowdin_charge": [0.843, 0.119, -0.175, 0.140, -0.326, 0.056, 0.049, -0.218, -0.252, 0.010, -0.044, -0.039, -0.104, -0.097, -0.108, -0.040, -0.090, -0.087, -0.018, -0.145, 0.134, 0.144, 0.111, 0.126, 0.106, 0.087, 0.095, 0.118, 0.125, 0.095, 0.099, -0.106, -0.647, -0.097, 0.036, 0.034, 0.067]}